# 1
This record from the Open Molecules 2025 dataset describes a structure of composition C26H20AgBN5O6. The level of theory is wB97M-V/def2-TZVPD.

Results
- LUMO energy: 1.8127 eV
- ΔE to the lowest compared entry with this formula, charge and spin: 15.2 kcal per mole
- Electronic energy: -1899.8801 Ha
- Kohn-Sham gap: 0.2126 Eh
- HOMO energy: -3.972 eV
- Total charge: -1

Last column: Löwdin charge in e.
Atoms and positions in Å:
Ag -0.11787 0.00336 0.40790  0.66
C 4.45831 0.03749 -1.66949  -0.08
C 3.11171 0.39200 -1.26869  -0.26
N 2.04345 0.65007 -0.93800  0.16
H 4.45715 -0.28784 -2.70717  0.07
H 4.81452 -0.77128 -1.03130  0.08
H 5.11623 0.89823 -1.57348  0.08
O -1.82808 -0.64867 -1.43574  -0.08
C -1.35253 -1.80622 -1.48011  -0.68
O -0.27635 -2.20337 -0.98688  -0.08
C -2.18284 -2.85553 -2.23822  -0.11
C -1.82693 -4.19786 -2.18299  -0.01
C -2.56064 -5.15616 -2.86453  0.00
C -3.65135 -4.73449 -3.60942  -0.16
C -4.03522 -3.40331 -3.68866  0.00
C -3.29001 -2.46828 -2.98856  -0.01
N -4.43165 -5.73860 -4.34543  -0.37
O -5.34327 -5.36173 -5.04706  0.06
O -4.06263 -6.89036 -4.31816  0.06
H -0.95970 -4.46835 -1.59513  0.11
H -2.30436 -6.20340 -2.82809  0.11
H -4.89099 -3.11998 -4.28010  0.11
H -3.54559 -1.41692 -2.99593  0.11
O -1.13348 0.01468 3.47403  0.06
B -0.03046 0.00768 2.55593  -0.48
O 1.14608 0.00173 3.37683  0.05
C 0.75689 -0.00698 4.67653  -0.25
C 1.52777 -0.01784 5.82084  -0.01
C 0.85549 -0.02183 7.04430  -0.12
C -0.53231 -0.01459 7.10252  -0.12
C -1.30603 -0.00258 5.94084  -0.01
C -0.63581 0.00065 4.73447  -0.25
H 2.60937 -0.02388 5.76324  0.11
H 1.42870 -0.03251 7.96474  0.09
H -1.02603 -0.01974 8.06799  0.09
H -2.38852 0.00201 5.97731  0.11
C -2.14791 4.28398 -0.60564  -0.06
C -1.48247 3.24356 0.02450  -0.13
N -0.82890 2.30049 -0.64539  0.04
C -0.81893 2.35690 -1.96591  -0.11
C -1.42110 3.38159 -2.70022  -0.21
C -2.11935 4.35000 -1.98935  -0.03
C -1.38050 3.37397 -4.16939  -0.03
C -0.34998 3.03374 -4.95823  -0.04
C 1.03087 2.74059 -4.53857  -0.28
C 1.76213 1.73965 -5.17921  0.00
C 3.04588 1.50727 -4.72354  -0.14
N 3.59107 2.19975 -3.72788  0.07
C 2.81948 3.14543 -3.20174  -0.21
N 1.58479 3.46445 -3.55559  0.15
H -2.67592 5.02478 -0.01988  0.10
H -1.47552 3.14403 1.10521  0.11
H -0.32246 1.53288 -2.46610  0.11
H -2.62740 5.15133 -2.51399  0.11
H -2.31716 3.61211 -4.66432  0.11
H -0.53170 2.92424 -6.02191  0.10
H 1.33395 1.15276 -5.97930  0.11
H 3.65904 0.73080 -5.17005  0.11
H 3.25028 3.72524 -2.38984  0.11

# 2
This record from the Open Molecules 2025 dataset describes a structure of composition C26H20BCl5HgI2O2P. The level of theory is wB97M-V/def2-TZVPD.

Results
- LUMO energy (alpha / beta): 4.2391 / 4.2060 eV
- Spin multiplicity: 2
- Electronic energy: -4568.7523 Ha
- Kohn-Sham gap (alpha / beta): 0.0990 / 0.1407 Eh
- HOMO energy (alpha / beta): 1.546 / 0.377 eV
- Total charge: -2

Last column: Löwdin charge in e.
Atoms and positions in Å:
Hg 0.00000 0.00000 0.00000  0.39
I 0.02973 2.25108 1.51741  0.44
C -1.24396 2.92154 -0.23105  -0.94
I -1.54913 1.31641 -1.79946  0.83
H -0.74944 3.77369 -0.70666  -0.09
H -2.22563 3.21347 0.15388  -0.09
C -1.43834 -2.30522 0.33911  -0.32
P -1.96837 -0.74759 1.14763  0.85
C -2.13608 -1.34271 2.86522  -0.34
C -3.26852 -2.01160 3.35025  -0.09
C -3.32337 -2.46220 4.67271  -0.11
C -2.24160 -2.26165 5.52624  -0.13
C -1.10478 -1.60842 5.05921  -0.10
C -1.05352 -1.15151 3.73951  -0.09
C -3.68766 -0.49940 0.60000  -0.40
C -4.46713 0.48034 1.23944  -0.10
C -5.78607 0.72664 0.84756  -0.11
C -6.34728 0.00345 -0.20038  -0.12
C -5.58788 -0.95943 -0.85764  -0.10
C -4.26763 -1.20424 -0.46462  -0.21
H -2.13239 -3.13062 0.52502  0.08
H -0.45453 -2.60714 0.71297  0.05
H -1.34419 -2.16853 -0.74245  -0.10
H -4.12662 -2.19663 2.70847  0.10
H -4.21272 -2.97271 5.03280  0.09
H -2.28405 -2.61585 6.55268  0.08
H -0.25549 -1.45374 5.71940  0.09
H -0.15213 -0.64559 3.39875  0.06
H -4.05113 1.06461 2.05900  0.11
H -6.37004 1.48604 1.36034  0.09
H -7.37158 0.19491 -0.50858  0.08
H -6.01872 -1.52008 -1.68350  0.10
H -3.70894 -1.95475 -1.01540  0.05
O 3.11942 0.57613 -0.52375  0.07
B 1.76956 0.67209 -1.03171  -0.63
O 1.79077 1.28865 -2.33887  0.07
C 3.09123 1.52841 -2.55637  -0.25
C 3.65586 2.11876 -3.68572  0.00
C 5.05190 2.28229 -3.71956  -0.12
C 5.84660 1.85615 -2.63392  -0.12
C 5.25099 1.26339 -1.50660  0.00
C 3.86523 1.11326 -1.49905  -0.25
H 3.03708 2.44200 -4.51265  0.11
H 5.51923 2.73749 -4.58293  0.08
H 6.92042 1.98615 -2.66889  0.08
H 5.85084 0.93302 -0.66874  0.11
Cl 2.30108 -2.30689 0.05833  0.64
C 0.99683 -2.62966 -1.07336  -0.68
C -0.03756 -1.70009 -1.17190  -0.49
C -1.09706 -1.90745 -2.05415  -0.69
Cl -2.36757 -0.69656 -2.12869  0.39
C -1.12968 -3.06163 -2.85487  -0.65
Cl -2.47136 -3.32153 -3.97030  0.59
C -0.08844 -4.00593 -2.76126  -0.68
Cl -0.12039 -5.45866 -3.76262  0.56
C 0.97849 -3.78886 -1.86727  -0.67
Cl 2.28853 -4.96336 -1.74050  0.57
H 0.96324 -0.80060 1.13057  -0.08

# 3
This record from the Open Molecules 2025 dataset describes a structure of composition C26H20Cl5IrN8O2. The level of theory is wB97M-V/def2-TZVPD.

Results
- LUMO energy (alpha / beta): -8.6598 / -12.0653 eV
- ΔE to the lowest compared entry with this formula, charge and spin: 0.0 kcal per mole
- Spin multiplicity: 2
- Electronic energy: -3995.8081 Ha
- Kohn-Sham gap (alpha / beta): 0.3124 / 0.1872 Eh
- HOMO energy (alpha / beta): -17.160 / -17.158 eV
- Total charge: +3

Last column: Löwdin charge in e.
Atoms and positions in Å:
Ir -0.13068 -0.85247 0.19502  1.32
O -2.07213 5.01946 3.15381  -0.03
C -1.30711 4.13362 3.92385  -0.19
C -0.93046 2.96632 3.06098  -0.12
C -0.23003 1.87797 3.58105  0.04
C 0.08509 0.82500 2.75768  -0.10
N -0.24376 0.80325 1.44992  -0.12
C -0.90370 1.86685 0.92393  -0.17
C -1.26066 2.94525 1.71076  0.10
C -1.18062 1.79983 -0.52852  -0.17
C -1.70782 2.85189 -1.24690  0.09
C -1.90236 2.72401 -2.62174  -0.12
C -2.47185 3.87288 -3.40509  -0.19
O -3.24248 4.64803 -2.51916  -0.03
C -1.54125 1.52558 -3.22254  0.04
C -1.01616 0.51170 -2.44666  -0.07
N -0.84564 0.63410 -1.12720  -0.05
H -2.33670 5.77954 3.68358  0.12
H -1.85254 3.75876 4.79822  0.15
H -0.38102 4.59491 4.29086  0.15
H 0.06686 1.84621 4.62135  0.14
H 0.62920 -0.03265 3.12944  0.12
H -1.80421 3.78233 1.29980  0.13
H -1.98811 3.77803 -0.76852  0.13
H -3.05278 3.49118 -4.24931  0.14
H -1.63055 4.44802 -3.81438  0.15
H -3.66214 5.37306 -2.99524  0.12
H -1.67200 1.36828 -4.28493  0.14
H -0.73882 -0.43679 -2.88782  0.12
Cl 3.00287 -2.45880 1.52007  0.83
C 1.46637 -2.83633 2.15760  -0.66
C 0.30645 -2.18677 1.64576  -0.31
C -0.91790 -2.50067 2.26632  -0.65
Cl -2.23281 -1.57645 1.57263  0.84
C -1.09801 -3.40260 3.27041  -0.68
Cl -2.61025 -3.72666 3.93659  0.86
C 0.09126 -4.07569 3.73893  -0.63
Cl -0.04615 -5.19587 4.95233  0.94
C 1.37021 -3.77022 3.17346  -0.69
Cl 2.73975 -4.56238 3.77060  0.83
N 2.52202 1.24037 0.35283  0.23
C 2.66988 0.25525 -0.52726  -0.42
N 3.80840 0.21745 -1.19026  0.20
C 3.98171 -0.76173 -2.07713  -0.39
N 5.11448 -0.82876 -2.74605  0.24
N 3.04109 -1.71486 -2.34132  0.22
C 1.94964 -1.61718 -1.65990  -0.29
N 1.66640 -0.66844 -0.72086  -0.01
C 0.87052 -2.59285 -1.90876  -0.19
C 0.96813 -3.60181 -2.84409  0.05
C -0.12565 -4.43595 -3.03640  0.02
C -1.27391 -4.21966 -2.29020  0.01
C -1.29664 -3.19181 -1.36438  -0.08
N -0.23755 -2.39599 -1.17366  -0.07
H 3.29835 1.87334 0.46658  0.14
H 1.72292 1.31444 0.94896  0.06
H 5.83626 -0.14360 -2.58596  0.14
H 5.26192 -1.56105 -3.42164  0.14
H 1.88656 -3.70987 -3.40329  0.14
H -0.08306 -5.23767 -3.76140  0.14
H -2.15251 -4.83661 -2.41651  0.13
H -2.17631 -2.99471 -0.76621  0.10

# 4
This record from the Open Molecules 2025 dataset describes a structure of composition C26H20I2N4OPd. The level of theory is wB97M-V/def2-TZVPD.

Results
- LUMO energy: 3.6914 eV
- ΔE to the lowest compared entry with this formula, charge and spin: 0.0 kcal per mole
- Electronic energy: -2020.3066 Ha
- Kohn-Sham gap: 0.1588 Eh
- HOMO energy: -0.630 eV
- Total charge: -2

Last column: Löwdin charge in e.
Atoms and positions in Å:
Pd 0.34201 -1.13120 0.19388  0.57
I -0.55980 3.65145 3.50943  0.77
C 1.00753 3.39392 2.13008  -0.65
C 1.95423 4.38712 2.02449  -0.28
C 3.02408 4.26872 1.13247  -0.70
I 4.40391 5.85158 1.00149  0.74
C 3.21049 3.05369 0.42450  -0.23
C 4.25736 2.75571 -0.51667  -0.08
C 4.37019 1.55366 -1.13190  -0.09
C 3.40447 0.57432 -0.82910  -0.18
N 2.43829 0.81904 0.01885  0.10
C 2.24110 2.04449 0.59544  -0.13
C 1.05586 2.12569 1.46826  -0.50
O 0.21061 1.23554 1.52451  -0.07
H 1.80215 5.30686 2.60987  0.07
H 4.99947 3.49313 -0.78005  0.05
H 5.24968 1.39471 -1.77002  0.10
H 3.49492 -0.46986 -1.24104  0.12
N -0.55854 -3.47484 4.25575  0.07
C 0.17425 -3.31917 3.07785  -0.38
C 0.90350 -2.20629 2.81225  -0.06
C 1.55698 -2.10781 1.55990  -0.37
N 1.40205 -3.03359 0.57189  -0.06
C 0.62938 -4.08530 0.86869  -0.24
C 0.03128 -4.32135 2.07550  -0.09
H -0.14536 -3.32025 5.13489  0.05
H -1.04453 -4.34063 4.29696  0.05
H 1.02045 -1.45552 3.55586  0.09
H 2.43982 -1.46198 1.52245  0.08
H 0.56467 -4.84830 0.06508  0.09
H -0.49275 -5.28028 2.30187  0.09
C -0.16816 2.08425 -4.24893  -0.15
C -1.52645 1.89190 -3.96222  -0.14
C -1.95401 0.99943 -2.96475  -0.07
C -1.08104 0.26314 -2.13766  -0.30
C 0.27070 0.47467 -2.46023  -0.07
C 0.73037 1.31221 -3.48814  -0.12
N -1.37474 -0.51737 -1.02761  -0.05
C -2.64726 -0.92337 -0.77744  -0.31
C -3.58467 -1.30853 -1.79738  -0.06
C -4.87718 -1.63129 -1.42457  -0.14
C -5.29457 -1.63616 -0.07313  -0.15
C -4.33903 -1.34290 0.89780  -0.15
C -3.07104 -0.98755 0.57446  -0.05
H 0.19721 2.77266 -4.99031  0.06
H -2.30714 2.44254 -4.50378  0.08
H -3.01190 0.92090 -2.87290  0.07
H 1.03428 -0.17174 -1.90162  0.07
H 1.77356 1.42088 -3.67474  0.07
H -3.25942 -1.35549 -2.82321  0.09
H -5.62473 -1.85497 -2.18334  0.08
H -6.28469 -1.95908 0.17418  0.06
H -4.65780 -1.37119 1.92702  0.08
H -2.33002 -0.57619 1.27507  0.11